[1]
60
Properties=species:S:1:pos:R:3 method="wB97M-V/def2-TZVPD" total_energy_ha=-1525.60343 smiles="CCOC(=O)N1CCC(Nc2ccc(N3C(=O)[C@H]4CCCC[C@H]4C3=O)cc2[N+](=O)[O-])CC1"
C -3.5118 -3.3741 -0.7062
C -4.9439 -2.8925 -0.8810
O -5.1275 -1.5800 -0.3500
C -4.7299 -0.5618 -1.1385
O -4.3174 -0.6841 -2.2686
N -4.8752 0.6345 -0.5183
C -5.2864 0.7837 0.8607
C -4.5836 1.9964 1.4897
C -3.1837 2.1946 0.9025
N -2.4015 1.0139 1.1801
C -1.0751 0.8815 1.0323
C -0.2464 1.9778 0.7013
C 1.1108 1.8532 0.5776
C 1.7298 0.6097 0.7581
N 3.1320 0.4849 0.6259
C 3.9161 -0.2811 1.4851
O 3.5291 -0.7888 2.5006
C 5.2850 -0.3798 0.8460
C 5.2833 -1.6977 0.0492
C 6.3652 -1.7036 -1.0232
C 6.1151 -0.5630 -2.0031
C 6.2379 0.7752 -1.2845
C 5.3330 0.8535 -0.0575
C 3.8704 1.1044 -0.3749
O 3.4088 1.7462 -1.2790
C 0.9596 -0.4871 1.0638
C -0.4263 -0.3710 1.2096
N -1.1285 -1.5620 1.5062
O -0.5284 -2.6188 1.4651
O -2.3263 -1.4982 1.7868
C -3.2763 2.4790 -0.6146
C -4.5452 1.8554 -1.2106
H -2.8414 -2.7689 -1.3123
H -3.2184 -3.2973 0.3376
H -3.4317 -4.4100 -1.0225
H -5.6403 -3.5168 -0.3174
H -5.2186 -2.8881 -1.9410
H -5.0412 -0.1369 1.3936
H -6.3748 0.9180 0.9178
H -5.1583 2.9048 1.3061
H -4.5171 1.8547 2.5686
H -2.7109 3.0487 1.4041
H -2.9039 0.1525 1.3772
H -0.6965 2.9446 0.5511
H 1.7095 2.7146 0.3285
H 6.0806 -0.3975 1.5917
H 5.4160 -2.5279 0.7440
H 4.3126 -1.8240 -0.4386
H 6.3470 -2.6608 -1.5462
H 7.3487 -1.5870 -0.5634
H 6.8355 -0.6012 -2.8214
H 5.1152 -0.6604 -2.4308
H 5.9700 1.5905 -1.9589
H 7.2736 0.9185 -0.9686
H 5.6456 1.7196 0.5419
H 1.4042 -1.4585 1.2149
H -3.2819 3.5538 -0.7968
H -2.3980 2.0572 -1.1037
H -4.3970 1.6117 -2.2632
H -5.3911 2.5456 -1.1233

[2]
100
Properties=species:S:1:pos:R:3 method="wB97M-V/def2-TZVPD" total_energy_ha=-2448.33573 spin_multiplicity=3 s2=2.02
W -0.3974 -0.4299 0.1985
C -3.5454 -5.5237 -0.5044
C -2.8026 -5.4244 0.8226
N -1.5112 -4.7669 0.6789
C -1.4113 -3.4062 0.6627
S 0.1988 -2.6856 0.7660
N -2.4476 -2.6519 0.5348
N -2.0791 -1.3329 0.6968
C -2.5422 -0.2450 -0.0446
C -3.3933 -0.4086 -1.2709
C -2.9293 0.8173 0.9369
C -4.1255 1.3863 1.1187
C -4.4473 2.0657 2.3606
C -3.5376 2.1746 3.3272
C -2.1402 1.8098 3.0482
N -1.8142 1.0578 1.8101
H -4.5180 -6.0012 -0.3732
H -2.9677 -6.0994 -1.2289
H -3.7027 -4.5217 -0.9006
H -2.6296 -6.4129 1.2470
H -3.4038 -4.8463 1.5298
H -0.6771 -5.2679 0.9231
H -3.1401 -1.3315 -1.7835
H -3.2636 0.4238 -1.9643
H -4.4513 -0.4661 -0.9984
H -4.9181 1.1815 0.4117
H -5.4743 2.3598 2.5364
H -3.7867 2.5127 4.3241
H -1.5372 1.5395 3.8914
C 3.7996 -2.9861 0.4216
C 3.4085 -1.8093 -0.4777
C 4.6554 -0.9970 -0.8496
C 2.6633 -2.2663 -1.7213
C 3.2326 -3.2757 -2.4888
C 2.6069 -3.7499 -3.6274
C 1.3852 -3.2153 -3.9899
C 0.7778 -2.1984 -3.2552
C -0.6156 -1.8100 -3.7305
C -1.6179 -2.6987 -2.9743
C -1.0077 -0.3348 -3.7174
C 1.4362 -1.7063 -2.1192
N 0.9282 -0.5803 -1.3742
C 1.7509 0.5417 -1.5928
C 2.2857 0.9161 -2.8309
C 3.1429 2.0010 -2.9329
C 3.5113 2.7361 -1.8120
C 3.0042 2.3846 -0.5676
C 2.1417 1.3213 -0.5169
F 1.6126 0.9333 0.7067
H 4.1989 -2.6128 1.3672
H 4.5732 -3.6002 -0.0432
H 2.9397 -3.6185 0.6380
H 2.7422 -1.1722 0.1063
H 5.3655 -1.6286 -1.3887
H 5.1531 -0.6209 0.0473
H 4.4102 -0.1481 -1.4883
H 4.1817 -3.6995 -2.1846
H 3.0648 -4.5292 -4.2232
H 0.8789 -3.5869 -4.8740
H -0.6560 -2.1154 -4.7805
H -1.5783 -2.5219 -1.8974
H -1.3640 -3.7482 -3.1332
H -2.6400 -2.5348 -3.3258
H -1.0823 0.0672 -2.7108
H -1.9792 -0.2231 -4.2043
H -0.2859 0.2669 -4.2753
H 2.0409 0.3229 -3.7019
H 3.5423 2.2697 -3.9025
H 4.1913 3.5723 -1.9001
H 3.2648 2.9125 0.3390
C 0.1578 2.1628 5.5358
C 0.8319 1.7066 4.2308
C 0.5429 0.2430 3.8580
C 0.7910 2.7499 3.1008
C 1.9161 3.5824 3.1099
C 2.1670 4.5305 2.1400
C 1.3167 4.6067 1.0524
C 0.1825 3.8142 0.9882
C -0.6529 3.9123 -0.2738
C -1.0372 2.5545 -0.8823
C -1.8909 4.7999 -0.1057
C -0.1391 2.9529 2.0556
N -1.5064 2.5103 1.9780
H 0.3748 1.4414 6.3261
H -0.9245 2.2705 5.4760
H 0.5605 3.1295 5.8425
H 1.8925 1.6958 4.4884
H -0.5048 -0.0472 3.8811
H 1.0646 -0.4070 4.5629
H 0.9228 0.0102 2.8630
H 2.6297 3.4648 3.9175
H 3.0423 5.1638 2.2083
H 1.5353 5.2806 0.2322
H -0.0010 4.4085 -0.9972
H -2.0496 2.2776 -0.6073
H -0.3221 1.7703 -0.5725
H -0.9762 2.5839 -1.9714
H -2.5814 4.3641 0.6151
H -2.4055 4.9093 -1.0631
H -1.6046 5.7942 0.2407

[3]
104
Properties=species:S:1:pos:R:3 method="wB97M-V/def2-TZVPD" total_energy_ha=-5702.75766 total_charge=-1
Mg 0.0445 -0.0722 -0.7150
C -3.1655 -2.4905 -0.4361
C -2.3295 -2.8218 0.7657
N -2.4359 -4.0154 1.3189
C -1.7050 -4.2813 2.4192
C -0.8852 -3.3415 3.0176
C -0.1399 -3.6992 4.2862
O -0.8396 -4.6335 5.1060
C -0.7701 -2.0683 2.4387
C 0.1459 -1.0500 2.9917
N -0.1702 0.1727 3.0435
C 0.7471 1.1448 3.5081
C 1.8487 0.8677 4.3209
C 2.7007 1.8691 4.7518
C 2.4684 3.1845 4.3792
C 1.3780 3.4850 3.5776
C 0.5255 2.4761 3.1536
I -1.0765 2.9778 1.9174
C -1.4406 -1.8029 1.2343
O -1.2606 -0.7432 0.5289
H -3.9030 -3.2720 -0.6095
H -3.6688 -1.5315 -0.2843
H -2.5429 -2.3585 -1.3277
H -1.7959 -5.2774 2.8380
H 0.8113 -4.1813 4.0509
H 0.0839 -2.7950 4.8572
H -1.7541 -4.3352 5.1559
H 1.1408 -1.3994 3.2859
H 2.0396 -0.1516 4.6262
H 3.5499 1.6211 5.3760
H 3.1342 3.9743 4.7033
H 1.1881 4.5058 3.2754
O 3.0977 1.5905 -1.0273
S 1.9855 2.0603 -0.2476
O 2.2645 3.0920 0.7197
O 1.2008 0.9501 0.3936
C 0.8901 2.8280 -1.4686
C 0.3533 4.0525 -1.0864
C -0.3362 4.8399 -1.9913
C -0.4574 4.4294 -3.3093
C 0.0578 3.2070 -3.7024
C 0.7032 2.3784 -2.7910
S 1.1275 0.7601 -3.4780
O 2.3881 0.9087 -4.1458
O 0.0102 0.4332 -4.3590
O 1.1493 -0.1594 -2.3089
H 0.5229 4.3838 -0.0715
H -0.7544 5.7869 -1.6720
H -0.9615 5.0597 -4.0321
H -0.0397 2.8657 -4.7256
Cl -0.4366 -8.7166 3.3311
C -0.2954 -8.1355 1.6990
C -1.4053 -7.6443 1.0395
C -1.2666 -7.1768 -0.2570
C -0.0397 -7.1591 -0.9143
C 0.0870 -6.6361 -2.3378
C 1.0311 -5.4395 -2.5213
N 0.9542 -4.3833 -1.5291
C 1.5575 -4.4036 -0.2865
C 1.4592 -3.1399 0.1956
N 0.8180 -2.3365 -0.7184
C 0.5525 -3.1056 -1.7403
O -1.1571 -6.4496 -2.9904
C -1.8962 -5.2539 -2.7206
C -3.1760 -5.3741 -3.4839
C -4.4129 -5.6282 -2.9885
Cl -4.8615 -5.8713 -1.3515
S -5.6178 -5.7166 -4.2061
C -4.4583 -5.4168 -5.4317
C -3.2159 -5.2595 -4.9106
C 1.0379 -7.7152 -0.2289
Cl 2.6029 -7.8837 -0.9905
C 0.9325 -8.1905 1.0669
H -2.3683 -7.6206 1.5305
H -2.1475 -6.8201 -0.7659
H 0.5487 -7.4334 -2.9271
H 0.8181 -5.0149 -3.5025
H 2.0578 -5.7955 -2.5474
H 1.9893 -5.2968 0.1272
H 1.8123 -2.7501 1.1369
H 0.1144 -2.7748 -2.6714
H -1.3556 -4.3893 -3.1132
H -2.0523 -5.0822 -1.6532
H -4.7621 -5.3756 -6.4662
H -2.3318 -5.0647 -5.5045
H 1.7958 -8.6032 1.5688
N -1.7250 0.6784 -1.7195
C -2.3749 0.5497 -2.6658
N -3.1791 0.4202 -3.6942
C -4.2837 -0.5400 -3.6317
C -5.6099 0.1828 -3.9074
C -5.3701 1.4303 -4.7721
C -4.2278 1.1796 -5.7553
C -2.8982 1.0215 -5.0052
H -4.2762 -1.0179 -2.6551
H -4.1051 -1.3204 -4.3773
H -6.0885 0.4655 -2.9686
H -6.2831 -0.5087 -4.4206
H -5.0988 2.2738 -4.1322
H -6.2871 1.7054 -5.2944
H -4.1281 2.0035 -6.4625
H -4.4451 0.2818 -6.3415
H -2.4282 1.9888 -4.8323
H -2.1816 0.4121 -5.5547

[4]
22
Properties=species:S:1:pos:R:3 method="wB97M-V/def2-TZVPD" total_energy_ha=-387.23380
C -0.8711 1.4101 -0.3927
C -0.8144 -0.6711 -1.4507
C 1.1290 0.7957 0.6925
C 1.2850 -1.0931 -0.6593
C -1.6813 -1.3540 -0.4494
C 0.7998 0.2504 2.0645
O -0.8361 0.6752 -1.4830
O -0.8001 2.7498 -0.5999
H -0.1628 2.9249 -1.3063
H -1.5199 1.1292 0.4254
H -0.7309 -1.0577 -2.4573
H 0.9713 1.8706 0.6623
H 2.1735 0.6882 0.4232
H -1.6702 -2.4287 -0.6293
H -1.3335 -1.1796 0.5718
H 0.8766 -2.0665 -0.9122
H 1.8449 -0.6839 -1.4953
H 1.9230 -1.2760 0.1982
H -2.7254 -1.0103 -0.5079
H 1.3847 0.7580 2.8429
H -0.2516 0.3874 2.3179
H 1.0095 -0.8188 2.1447